Record 1
Entry from OMol25: 9 unconnected molecules or ions with the total composition C54H99N3O6 at a distorted geometry (wB97M-V/def2-TZVPD).

Positions of all 162 atoms, in Å:
O -24.51 -29.55 -22.12
N -23.94 -30.23 -21.29
O -24.43 -31.17 -20.71
C -22.54 -29.90 -20.98
C -22.07 -28.63 -21.24
C -20.73 -28.35 -21.00
C -19.89 -29.34 -20.52
C -20.38 -30.62 -20.26
C -21.73 -30.89 -20.46
H -22.70 -27.84 -21.63
H -20.35 -27.36 -21.22
H -18.84 -29.14 -20.35
H -19.73 -31.37 -19.84
H -22.10 -31.88 -20.26
O -30.90 -28.75 -19.16
N -30.42 -28.61 -18.05
O -31.00 -28.11 -17.11
C -29.06 -29.11 -17.81
C -28.36 -29.67 -18.87
C -27.09 -30.15 -18.64
C -26.53 -30.04 -17.37
C -27.23 -29.45 -16.33
C -28.52 -28.97 -16.56
H -28.83 -29.64 -19.84
H -26.45 -30.48 -19.45
H -25.50 -30.33 -17.22
H -26.82 -29.35 -15.33
H -29.11 -28.58 -15.74
O -30.77 -22.66 -14.41
N -30.94 -23.75 -14.93
O -31.27 -24.75 -14.32
C -30.73 -23.85 -16.38
C -30.17 -22.79 -17.04
C -29.99 -22.89 -18.41
C -30.38 -24.04 -19.08
C -30.99 -25.08 -18.39
C -31.15 -25.00 -17.02
H -29.91 -21.90 -16.49
H -29.47 -22.11 -18.95
H -30.26 -24.12 -20.15
H -31.37 -25.94 -18.92
H -31.57 -25.81 -16.45
C -26.03 -26.01 -19.07
C -25.88 -26.68 -20.42
C -27.19 -27.00 -21.13
C -28.16 -25.84 -21.12
C -29.26 -25.89 -22.18
C -30.11 -27.17 -22.23
H -26.66 -26.55 -18.35
H -26.48 -25.01 -19.15
H -25.05 -25.80 -18.64
H -25.26 -25.99 -21.02
H -25.24 -27.56 -20.32
H -27.57 -27.92 -20.69
H -26.99 -27.30 -22.17
H -28.62 -25.74 -20.12
H -27.63 -24.89 -21.25
H -29.94 -25.05 -22.02
H -28.78 -25.74 -23.15
H -30.37 -27.54 -21.24
H -31.05 -26.93 -22.72
H -29.59 -27.96 -22.77
C -32.80 -31.24 -18.03
C -33.98 -31.39 -17.07
C -33.99 -32.71 -16.30
C -35.05 -32.77 -15.23
C -34.99 -33.99 -14.32
C -35.31 -35.31 -15.05
H -33.03 -30.44 -18.74
H -32.59 -32.15 -18.59
H -31.88 -30.96 -17.52
H -33.89 -30.56 -16.36
H -34.92 -31.33 -17.61
H -33.00 -32.83 -15.84
H -34.08 -33.55 -17.00
H -35.02 -31.87 -14.61
H -36.06 -32.71 -15.67
H -34.01 -34.08 -13.85
H -35.75 -33.83 -13.55
H -35.94 -35.94 -14.41
H -35.83 -35.12 -15.99
H -34.41 -35.88 -15.26
C -24.05 -27.78 -11.34
C -24.21 -27.24 -12.75
C -23.65 -28.18 -13.80
C -23.84 -27.72 -15.23
C -23.39 -28.71 -16.28
C -23.59 -28.21 -17.69
H -22.99 -27.92 -11.11
H -24.51 -28.76 -11.22
H -24.47 -27.09 -10.61
H -25.27 -27.04 -12.96
H -23.75 -26.25 -12.80
H -24.11 -29.17 -13.68
H -22.60 -28.38 -13.56
H -24.93 -27.58 -15.37
H -23.48 -26.70 -15.40
H -22.32 -28.94 -16.15
H -23.90 -29.66 -16.10
H -23.02 -27.28 -17.79
H -23.25 -28.91 -18.46
H -24.61 -27.92 -17.97
C -25.21 -32.23 -12.58
C -24.84 -33.30 -13.62
C -25.26 -32.92 -15.04
C -25.54 -34.11 -15.94
C -25.74 -33.72 -17.41
C -24.44 -33.38 -18.13
H -24.87 -31.23 -12.86
H -24.75 -32.46 -11.62
H -26.29 -32.22 -12.42
H -23.76 -33.47 -13.56
H -25.33 -34.22 -13.30
H -24.48 -32.29 -15.48
H -26.17 -32.30 -14.99
H -24.80 -34.91 -15.83
H -26.47 -34.55 -15.57
H -26.24 -34.57 -17.88
H -26.49 -32.92 -17.47
H -23.88 -34.32 -18.25
H -24.61 -33.07 -19.16
H -23.89 -32.64 -17.55
C -27.87 -29.99 -23.43
C -27.86 -31.51 -23.74
C -26.46 -32.13 -23.85
C -26.40 -33.63 -23.67
C -26.96 -34.22 -22.38
C -26.18 -33.84 -21.13
H -28.45 -29.45 -24.18
H -26.85 -29.60 -23.40
H -28.29 -29.83 -22.44
H -28.47 -32.03 -23.00
H -28.37 -31.64 -24.70
H -25.75 -31.63 -23.17
H -26.12 -31.86 -24.86
H -26.88 -34.12 -24.53
H -25.35 -33.95 -23.75
H -28.01 -33.93 -22.25
H -27.02 -35.30 -22.53
H -26.51 -32.89 -20.71
H -26.27 -34.58 -20.34
H -25.12 -33.65 -21.31
C -33.65 -25.47 -9.86
C -34.46 -25.95 -11.06
C -33.61 -26.39 -12.25
C -34.44 -26.73 -13.48
C -33.62 -27.45 -14.52
C -34.36 -27.83 -15.78
H -32.95 -24.69 -10.15
H -33.09 -26.28 -9.39
H -34.31 -25.07 -9.09
H -35.15 -26.75 -10.77
H -35.11 -25.13 -11.39
H -33.01 -27.26 -11.97
H -32.91 -25.57 -12.48
H -35.30 -27.33 -13.16
H -34.83 -25.82 -13.94
H -32.73 -26.85 -14.74
H -33.22 -28.37 -14.06
H -35.00 -27.00 -16.12
H -33.66 -28.02 -16.60
H -35.03 -28.68 -15.64

The calculation puts the energy above the lowest of the compared OMol25 structures with the same formula, charge and spin at 0.0 kcal/mol. Its SMILES is O=[N+]([O-])c1ccccc1.O=[N+]([O-])c1ccccc1.O=[N+]([O-])c1ccccc1.CCCCCC.CCCCCC.CCCCCC.CCCCCC.CCCCCC.CCCCCC. The HOMO energy is -10.0 eV. Its charge is 0.



Record 2
Entry from OMol25: C2HF2P in the gas phase at a distorted geometry (wB97M-V/def2-TZVPD).

Positions of all 6 atoms, in Å:
F -0.88 1.39 -1.31
C -0.04 0.39 -1.42
P 0.60 -1.00 -0.82
C 0.14 -0.57 0.85
F 1.10 0.09 1.65
H -0.92 -0.31 1.04

The calculation puts the energy above the lowest of the compared OMol25 structures with the same formula, charge and spin at 95.4 kcal/mol. Its SMILES is FC#P=CF. The HOMO energy (spin up / spin down) is -9.1 / -9.1 eV. Its charge is 0.



Record 3
Entry from OMol25: C2H4N2O2 in the gas phase at a distorted geometry (wB97M-V/def2-TZVPD).

Positions of all 10 atoms, in Å:
C -0.69 1.35 0.07
C -0.09 0.18 0.09
N -1.00 -1.32 0.24
N 1.32 -0.01 -0.08
O 1.95 1.02 -0.15
O 1.77 -1.13 -0.20
H -0.02 2.18 -0.09
H -1.81 1.27 -0.09
H -0.71 -1.53 -0.69
H -0.71 -2.00 0.91

The calculation puts the energy above the lowest of the compared OMol25 structures with the same formula, charge and spin at 149.2 kcal/mol. Its SMILES is C=C(N)[N+](=O)[O-]. The HOMO energy is -10.4 eV. Its charge is 0.



Record 4
Entry from OMol25: 2 unconnected molecules or ions with the total composition C2H5N3OS at a distorted geometry (wB97M-V/def2-TZVPD).

Positions of all 12 atoms, in Å:
N 0.49 -1.77 0.07
C -0.31 -0.73 0.13
N -0.83 -0.11 1.40
N -0.90 -0.25 -0.93
H 0.90 -1.97 1.05
H -0.35 -0.56 2.26
H -0.67 0.85 1.35
H -1.74 0.17 -0.89
H -0.64 -0.77 -1.76
O 0.48 2.64 -0.77
C 1.26 1.83 -0.91
S 2.34 0.67 -1.01

The calculation puts the energy above the lowest of the compared OMol25 structures with the same formula, charge and spin at 18.1 kcal/mol. Its SMILES is N=C(N)N.O=C=S. The HOMO energy is -9.1 eV. Its charge is 0.